(1)
{"formula": "C8H15N2O5", "method": "ωB97M-V with the def2-TZVPD basis set", "elements": ["C", "C", "C", "C", "C", "C", "C", "C", "N", "N", "O", "O", "O", "O", "O", "H", "H", "H", "H", "H", "H", "H", "H", "H", "H", "H", "H", "H", "H", "H"], "xyz": [[-0.853486, 1.274785, 0.463478], [1.071498, -2.192014, 0.066904], [-3.526703, -0.503942, -0.090965], [3.194665, 1.974505, -0.502462], [-2.079972, -1.018224, -0.235649], [2.593204, 0.541600, -0.552445], [-1.061408, 0.165035, -0.372601], [1.118009, -0.838712, 0.742129], [-0.678412, 0.492983, -1.727057], [0.712494, -0.963236, 2.053715], [-0.264932, 2.278549, 0.093477], [0.242874, -2.990045, 0.560211], [-1.411138, 1.259845, 1.883062], [1.978677, -2.379558, -0.769480], [1.936988, 0.187166, 0.647715], [-3.753680, 0.294004, -0.844909], [-3.753307, -0.018133, 0.904005], [-4.099431, -1.385886, -0.282829], [3.692061, 2.186326, -1.423462], [2.448514, 2.910653, -0.423733], [4.027410, 1.936390, 0.254995], [-2.114920, -1.558636, -1.143220], [-1.714121, -1.676686, 0.588624], [3.357749, -0.210198, -0.837158], [1.878106, 0.521107, -1.384434], [-0.191906, 1.391358, -1.787189], [-0.349133, -0.319715, -2.205646], [0.340638, -0.025284, 2.399456], [0.088699, -1.896538, 2.120418], [-2.065944, 0.605448, 1.842567]], "forces_ev_per_a": [[-1.2, -0.6, 1.0], [1.1, -1.0, -1.0], [0.5, 1.2, 0.6], [-0.8, 0.7, 1.4], [1.1, 2.7, 1.6], [-0.1, 0.7, -2.2], [0.4, -0.9, 0.0], [-1.4, 0.7, 3.0], [-1.3, 0.1, 0.4], [-2.1, -0.5, -0.3], [0.4, 0.7, 0.8], [0.1, 0.3, -0.3], [2.5, 1.3, -2.2], [-0.5, 0.2, -0.1], [0.4, 0.2, -0.3], [0.3, -0.8, 0.4], [0.1, -0.8, -0.9], [-1.2, -0.3, 0.2], [0.4, -0.3, -0.9], [1.4, -2.5, 0.5], [-1.0, 0.7, -0.3], [0.6, -0.8, -0.9], [-0.7, 0.3, -0.6], [-0.3, 0.4, 0.6], [0.0, -0.1, 0.3], [0.0, -0.9, 0.0], [0.7, 0.1, -0.5], [0.4, -1.8, -0.1], [1.6, 2.9, -0.3], [-1.5, -1.6, 0.1]], "lumo_energy_ha": 0.12918, "charge": -1, "e_above_lowest_kcal_mol": 17.0, "energy_ha": -799.5312}


(2)
{"formula": "C43H33I2N11O4W", "method": "ωB97M-V with the def2-TZVPD basis set", "elements": ["W", "I", "C", "C", "C", "I", "C", "O", "C", "C", "N", "C", "C", "C", "C", "C", "C", "N", "C", "H", "H", "H", "H", "H", "H", "H", "H", "H", "H", "H", "O", "C", "O", "C", "C", "C", "C", "C", "C", "C", "C", "C", "N", "H", "H", "H", "H", "H", "H", "C", "N", "C", "N", "C", "N", "C", "C", "C", "C", "C", "C", "C", "N", "N", "C", "O", "C", "C", "C", "C", "C", "C", "N", "C", "N", "C", "N", "C", "H", "H", "H", "H", "H", "H", "H", "H", "H", "H", "H", "H", "H", "H", "H", "H"], "xyz": [[14.239195, 12.590686, 14.205601], [7.168471, 9.772526, 15.217384], [9.121332, 10.297270, 14.657547], [9.874308, 9.573109, 13.711317], [11.114335, 10.066889, 13.333319], [12.213990, 8.959137, 11.961447], [11.550872, 11.302283, 13.804223], [12.711894, 11.758664, 13.307971], [10.813147, 11.985345, 14.752722], [11.342905, 13.272829, 15.355248], [12.445495, 13.979125, 14.515839], [12.811991, 15.201431, 15.313545], [14.198355, 15.629464, 15.028365], [14.601097, 16.946660, 15.190313], [15.879898, 17.289580, 14.825858], [16.756056, 16.262762, 14.422642], [16.263004, 14.983374, 14.257135], [14.982292, 14.672586, 14.555788], [9.574591, 11.463917, 15.162612], [9.511593, 8.681612, 13.230377], [11.805087, 13.097413, 16.326672], [10.506186, 13.939778, 15.466737], [12.068862, 14.229473, 13.597775], [12.746779, 14.919165, 16.332753], [12.138350, 16.014261, 15.033223], [13.948865, 17.712641, 15.599856], [16.206463, 18.310199, 14.937638], [17.788276, 16.454511, 14.169781], [16.899889, 14.228955, 13.872018], [8.983613, 12.042706, 15.861232], [15.229073, 12.195504, 18.185833], [15.262290, 12.303606, 16.987075], [14.199620, 12.476213, 16.215088], [16.528800, 12.119167, 16.156701], [17.755219, 11.976418, 16.808007], [18.885746, 11.878450, 16.079058], [18.796822, 11.912970, 14.644021], [19.910517, 11.656413, 13.792666], [19.783812, 11.651082, 12.429355], [18.495707, 11.836669, 11.837258], [17.377432, 11.987924, 12.635200], [17.533866, 12.064790, 14.015798], [16.400108, 12.206098, 14.838040], [17.850062, 11.935361, 17.908409], [19.889628, 11.747314, 16.515661], [20.887576, 11.523889, 14.222780], [20.675723, 11.480477, 11.837713], [18.406426, 11.800178, 10.741589], [16.379469, 12.067600, 12.241746], [14.037857, 12.646988, 8.551927], [14.221211, 13.126694, 9.913621], [14.034362, 12.472815, 11.058287], [14.417548, 13.247245, 12.087854], [14.810541, 14.420161, 11.474797], [14.711751, 14.408804, 10.161283], [15.292876, 12.149914, 7.928485], [15.758189, 12.571891, 6.698080], [16.921870, 12.034828, 6.153100], [17.691849, 11.151116, 6.838214], [17.262212, 10.706211, 8.105875], [16.033749, 11.181479, 8.611712], [18.102486, 9.768413, 8.923571], [19.375949, 9.593273, 8.860842], [19.706727, 8.786378, 9.987216], [18.622330, 8.656814, 10.654048], [17.492560, 9.207938, 10.047888], [18.407355, 8.117431, 12.011248], [19.488628, 8.153905, 12.929379], [19.253559, 7.737673, 14.244059], [17.983445, 7.330338, 14.620521], [16.928978, 7.264379, 13.721012], [15.487028, 7.014931, 14.181591], [14.852355, 8.324679, 14.395461], [15.220966, 9.490298, 13.855823], [14.537745, 10.446979, 14.459077], [13.803992, 9.772943, 15.409403], [13.968409, 8.492721, 15.390968], [17.165921, 7.621733, 12.398256], [13.757113, 13.533743, 7.916242], [13.237003, 11.880651, 8.625662], [13.597333, 11.514958, 11.062115], [15.154790, 15.335251, 11.918589], [15.190821, 13.320463, 6.067951], [17.261995, 12.422516, 5.178323], [18.666883, 10.785860, 6.491624], [15.716674, 10.776171, 9.584060], [20.514969, 8.553926, 12.637077], [20.020640, 7.810022, 14.973774], [17.761149, 7.113003, 15.658481], [15.474758, 6.455224, 15.106827], [14.910761, 6.441166, 13.430786], [15.921057, 9.549878, 13.056195], [13.133898, 10.257808, 16.096260], [16.313830, 7.542069, 11.709369]], "forces_ev_per_a": [[0.1, 0.7, 0.5], [0.2, -0.3, -0.2], [-0.8, -1.3, -0.9], [0.1, 0.6, 0.4], [-1.1, -0.3, 0.1], [0.1, 0.1, -0.2], [0.4, -0.6, 0.1], [0.2, 0.5, -0.2], [0.2, 0.2, 0.1], [0.7, -0.3, -1.1], [-0.3, -0.4, 1.4], [-0.5, -0.1, -1.7], [-0.5, 0.2, -0.2], [0.1, 0.2, 0.0], [0.8, -0.8, 0.4], [-0.5, 0.3, -0.3], [-0.2, 1.4, 0.5], [1.0, -0.5, -0.5], [1.2, 1.6, 0.4], [-0.2, -0.2, 0.2], [0.0, -0.1, 0.0], [-0.2, 0.6, 0.1], [0.0, 0.0, 0.3], [-0.3, 0.0, 1.1], [-0.2, -0.1, 0.5], [-0.2, -0.3, -0.2], [0.2, 0.1, -0.1], [0.0, 0.1, 0.0], [0.2, -0.4, -0.2], [0.0, -0.1, 0.1], [0.3, 0.3, -0.8], [-0.4, -0.8, 0.1], [-0.2, 0.3, 0.3], [-0.1, 0.8, -0.1], [0.5, -0.2, 1.5], [1.0, -0.1, -1.6], [0.2, -0.6, -0.2], [-0.3, 0.6, 0.1], [-0.7, 0.1, 0.1], [0.3, -0.3, -0.1], [0.8, 0.1, -0.6], [-0.6, -0.5, 2.0], [0.3, 0.1, -0.1], [-0.6, 0.1, -0.8], [-0.7, 0.1, -0.1], [0.2, -0.1, 0.2], [-0.2, 0.0, -0.2], [0.0, 0.1, 0.6], [0.0, 0.0, -0.3], [-1.0, 1.0, -0.9], [0.5, 1.4, 0.9], [0.6, 1.6, -0.9], [-0.2, 0.1, -0.6], [-0.1, -0.2, -1.2], [-0.5, -1.8, 0.7], [0.9, -1.2, 0.5], [-0.9, 0.8, -1.1], [0.0, 1.3, -1.2], [1.0, -1.2, 1.4], [-0.5, -0.2, 0.0], [1.1, -0.6, 0.2], [-1.1, 1.1, 0.1], [-0.7, -0.8, 0.5], [-0.4, 0.9, -0.2], [-1.1, -0.3, 0.4], [2.2, 0.1, -0.8], [1.1, -0.2, -0.1], [0.4, 0.3, -0.1], [-0.5, 0.3, -1.2], [-0.5, 0.0, 0.5], [-0.2, 0.0, -0.2], [0.7, -0.3, -1.0], [1.0, -0.4, 0.0], [-0.8, -0.8, 0.4], [-0.3, -0.3, 0.5], [-0.6, 0.8, 0.1], [0.3, -0.2, -0.3], [-0.5, -0.1, -0.1], [-0.4, -0.9, 0.9], [0.4, 0.5, -0.4], [-0.3, -1.0, 0.4], [0.0, -0.1, 0.6], [0.6, -0.9, 1.0], [-0.2, -0.4, 0.6], [-0.5, 0.2, -0.1], [0.0, 0.3, -0.4], [-1.7, -0.7, 0.2], [0.6, -0.1, 0.5], [0.2, -0.1, 0.1], [-0.2, 0.1, 0.3], [0.3, 0.4, 0.3], [0.3, 0.3, -0.3], [0.0, 0.1, 0.0], [0.6, 0.2, 0.0]], "s2": 2.01, "lumo_energy_ha": [-0.22455, -0.22553], "charge": 2, "e_above_lowest_kcal_mol": 0.0, "energy_ha": -3223.7994, "multiplicity": 3}


(3)
{"formula": "C4H8NO3", "method": "ωB97M-V with the def2-TZVPD basis set", "elements": ["C", "C", "O", "O", "H", "H", "H", "C", "C", "O", "N", "H", "H", "H", "H", "H"], "xyz": [[1.651399, 1.258934, 1.660186], [0.982695, 1.614910, 0.331928], [-0.286207, 1.708528, 0.345298], [1.705344, 1.895627, -0.644641], [1.166745, 0.371225, 2.063470], [1.561272, 2.133102, 2.289937], [2.713746, 1.110514, 1.438795], [-0.085434, -1.539078, -0.618035], [-1.507766, -1.502254, -1.014613], [-2.216066, -2.449630, -1.390187], [-2.124476, -0.296223, -0.888551], [-3.028875, -0.092901, -1.266408], [-1.499851, 0.492205, -0.699069], [0.486796, -0.807830, -1.207481], [0.331374, -2.524268, -0.830381], [0.149307, -1.372865, 0.429756]], "forces_ev_per_a": [[0.5, -0.1, -1.0], [-1.0, 1.1, -0.7], [0.3, -0.6, 0.2], [0.4, -0.4, 0.1], [0.1, 0.1, 0.4], [-0.2, 0.0, 0.5], [-0.1, -0.2, 0.3], [1.6, -0.6, -0.5], [-3.5, 0.1, -0.1], [1.4, -0.2, 0.1], [1.9, 0.8, 0.3], [-0.1, -0.5, -0.1], [-0.2, 0.3, 0.3], [-0.2, 0.0, 0.3], [-0.2, -0.1, -0.2], [-0.5, 0.4, 0.1]], "lumo_energy_ha": 0.14314, "charge": -1, "e_above_lowest_kcal_mol": 9.4, "energy_ha": -437.7905}